ORCA calculation (ωB97M-V/def2-TZVPD) on a structure of composition C41H48N13O4SSr at a distorted geometry.

Atoms and positions in Å:
Sr -0.297 0.216 1.156
S -3.035 -0.479 0.798
O -1.126 0.405 -2.272
O 0.411 -1.774 -0.190
O -1.920 -1.168 1.554
O 0.409 0.815 -0.696
N -0.382 2.125 5.567
N 4.818 -4.069 0.388
N -4.405 4.566 -0.250
N 5.231 -4.486 -0.740
N -0.978 4.652 3.998
N -4.539 3.053 -2.149
N 1.812 -0.842 2.019
N 3.723 -1.920 2.070
N -2.524 4.349 -1.766
N 5.423 -2.892 0.683
N -3.092 2.501 -0.269
N -0.359 3.547 2.191
N -0.424 1.017 3.670
C 2.772 -2.793 2.550
C -0.213 0.802 5.889
C 3.787 0.420 1.157
C -2.542 -3.866 -2.252
C -3.853 3.466 0.539
C 7.840 -1.474 -1.723
C 0.288 -1.407 -1.574
C -5.264 3.987 -1.289
C -3.425 3.780 -2.772
C -0.860 -2.189 -3.679
C -4.137 0.085 2.132
C 1.639 -1.508 -2.271
C -2.656 -3.788 -3.629
C 7.700 -2.511 -2.664
C 3.477 -0.562 -3.509
C 2.242 -2.761 -2.369
C -1.585 -3.109 -1.586
C -0.632 3.443 3.470
C 6.274 -2.537 -0.324
C -0.739 -2.267 -2.294
C 4.060 -1.814 -3.619
C -4.178 -1.844 0.351
C -4.870 -1.163 2.592
C 5.127 -2.230 1.925
C 6.144 -3.586 -1.243
C 3.435 -2.917 -3.053
C -3.289 5.250 -0.912
C -0.203 0.078 -1.536
C 6.867 -3.582 -2.437
C 7.143 -1.467 -0.536
C 1.600 -2.114 2.513
C -2.009 3.244 -0.958
C -5.372 -1.807 1.303
C -3.990 1.986 -1.318
C 2.263 -0.411 -2.852
C -0.524 4.867 1.878
C -1.811 -2.945 -4.341
C -0.239 0.133 4.704
C -0.916 5.568 2.982
C 3.092 -0.760 1.739
C -0.502 2.210 4.217
H -1.490 2.552 -1.612
H -3.197 3.876 1.311
H -3.833 4.584 -3.386
H 1.792 0.563 -2.802
H 6.773 -4.395 -3.145
H -4.442 -1.738 -0.700
H -3.430 1.291 -1.945
H 5.704 -1.309 1.967
H -3.508 0.552 2.889
H 8.266 -2.459 -3.584
H -0.363 2.889 6.220
H -0.158 -0.926 4.533
H 8.529 -0.667 -1.937
H -1.279 4.854 4.935
H 0.869 -2.621 -0.152
H -4.827 1.459 -0.841
H 4.994 -1.932 -4.153
H -1.313 3.624 -0.211
H -3.687 6.073 -1.509
H 4.467 0.874 1.882
H -4.692 2.949 1.015
H 5.410 -2.874 2.756
H -5.761 -2.811 1.468
H -6.179 -1.204 0.882
H 1.761 -3.635 -1.939
H 0.612 -2.456 2.780
H 3.870 -3.904 -3.145
H -3.576 -2.741 0.478
H -4.166 -1.830 3.095
H -1.142 6.610 3.124
H -5.678 -0.931 3.284
H -2.859 3.092 -3.401
H 4.362 0.137 0.273
H -1.486 -3.185 -0.510
H -6.094 3.464 -0.807
H -5.668 4.795 -1.903
H 3.042 1.155 0.861
H -0.065 0.469 6.901
H -3.199 -4.522 -1.692
H -0.203 -1.532 -4.233
H -0.356 5.240 0.882
H -4.822 0.821 1.708
H 7.278 -0.678 0.193
H -2.631 5.656 -0.140
H -1.892 -2.878 -5.418
H 3.017 -3.794 2.857
H -3.397 -4.379 -4.150
H 3.962 0.302 -3.945

E_tot: -82525.95958 eV
Net charge: +1
M: 906.61 g/mol
HOMO-LUMO gap: 8.2 eV
Energy above the lowest of the compared OMol25 structures with the same formula, charge and spin: 2.5536 eV
2S+1: 1